The following is a DFT calculation (ωB97M-V/def2-TZVPD) of a structure of composition C33H42IN5O6SiV in a non-equilibrium geometry.

For the orbital gap (spin up / spin down), the calculation gives 0.272 / 0.271 Ha. The LUMO energy (spin up / spin down) comes out at 0.3 / -0.4 eV. For the energy relative to the best compared isomer or geometry (same formula, charge and spin), the calculation gives 137.4 kJ/mol. Its total charge is 0. The spin multiplicity is 4.

Each line ends with the Mulliken charge.
CARTESIAN COORDINATES (ANGSTROEM)
V1 0.68 -0.20 -0.26  -0.8398
C1 -2.74 -2.49 1.61  -0.6089
O1 -3.38 -1.38 0.96  -0.5591
C2 -2.60 -0.63 0.17  0.4207
O2 -1.44 -0.93 -0.10  -0.3337
N1 -3.30 0.42 -0.28  -0.1701
N2 -2.67 1.37 -1.06  -0.1760
H1 -3.54 -3.17 1.88  0.3375
H2 -2.24 -2.14 2.51  0.1827
H3 -2.02 -2.97 0.96  0.2390
H4 -4.18 0.61 0.17  0.2284
H5 -2.34 2.14 -0.50  0.1402
H6 -3.28 1.67 -1.81  0.2785
C3 0.78 -1.94 3.13  -1.1260
C4 1.14 -2.63 1.85  0.3615
C5 1.58 -3.94 1.86  -1.0350
C6 1.93 -4.55 0.65  -0.8265
C7 1.83 -3.87 -0.54  -0.8456
C8 1.36 -2.53 -0.52  0.6935
N3 1.03 -1.96 0.69  1.0479
N4 1.19 -1.65 -1.53  1.3687
Si1 1.75 -2.03 -3.15  0.3389
C9 1.43 -0.84 -4.58  -1.1158
C10 3.63 -1.95 -2.97  -1.1907
C11 1.32 -3.75 -3.76  -1.5714
H7 1.30 -2.40 3.97  0.4998
H8 -0.29 -2.03 3.32  0.0435
H9 1.01 -0.88 3.10  -0.0406
H10 1.66 -4.47 2.80  0.5260
H11 2.29 -5.57 0.64  0.4345
H12 2.11 -4.33 -1.47  0.2735
H13 1.71 0.19 -4.32  0.4230
H14 -0.09 -1.64 -5.85  0.3157
H15 2.10 -1.16 -5.39  0.5096
H16 3.94 -0.90 -2.88  0.1862
H17 4.15 -2.38 -3.84  0.3882
H18 3.98 -2.49 -2.07  0.3348
H19 0.45 -4.16 -3.23  0.2845
H20 2.16 -4.45 -3.65  0.4722
H21 1.06 -3.70 -4.82  0.4414
O3 -1.04 3.20 0.74  -0.7752
C12 -0.42 3.06 2.01  4.0049
C13 0.29 1.69 2.15  -0.7980
O4 0.89 1.43 3.16  -0.7690
O5 0.23 0.92 1.08  0.8840
C14 0.69 4.11 2.18  -0.2642
C15 1.67 4.18 1.19  0.0240
C16 2.72 5.09 1.30  -0.9888
C17 2.80 5.93 2.40  -0.4561
C18 1.83 5.86 3.39  -0.9539
C19 0.78 4.95 3.28  -0.2843
C20 -1.56 3.19 3.02  -0.9330
C21 -2.39 4.30 2.90  -0.0822
C22 -3.50 4.45 3.72  -0.8545
C23 -3.80 3.47 4.66  -0.3791
C24 -2.98 2.36 4.78  -0.9779
C25 -1.86 2.22 3.97  -0.3756
H22 -0.39 3.09 0.03  0.1424
H23 1.63 3.52 0.32  0.0661
H24 3.47 5.14 0.51  0.4510
H25 3.62 6.64 2.49  0.3849
H26 1.88 6.51 4.25  0.3989
H27 0.03 4.89 4.06  0.4354
H28 -2.16 5.06 2.15  0.4620
H29 -4.14 5.32 3.62  0.3847
H30 -4.68 3.57 5.30  0.4111
H31 -3.21 1.60 5.52  0.4333
H32 -1.21 1.36 4.09  0.5762
I1 0.73 1.76 -2.14  -0.5811
C26 -0.06 -0.90 -5.04  0.4036
C27 -0.59 0.38 -5.61  -1.0489
C28 -1.84 0.81 -5.34  -0.3520
C29 -2.64 0.08 -4.43  -0.6849
C30 -2.05 -1.00 -3.72  -0.0994
N5 -0.87 -1.47 -3.96  -0.3418
H33 0.06 0.94 -6.28  0.3986
H34 -2.22 1.72 -5.78  0.3905
H35 -3.66 0.38 -4.22  0.5229
H36 -2.59 -1.46 -2.89  0.3946
C31 4.25 -0.57 1.43  -0.9608
C32 3.75 0.31 0.33  0.9996
C33 4.67 1.28 -0.33  -1.3894
O6 2.60 0.23 -0.03  -0.0433
H37 5.27 -0.32 1.73  0.4590
H38 4.22 -1.61 1.09  0.1872
H39 3.57 -0.48 2.28  0.1899
H40 5.50 0.73 -0.79  0.3809
H41 5.10 1.95 0.42  0.4581
H42 4.14 1.84 -1.09  0.2188